Arrangement one

Below is an isolated ion of composition CN3O3 and charge -1, with properties calculated with the ωB97M-V functional and the def2-TZVPD basis.

Output
Net charge ... -1
Orbital gap ... 9.20 eV
Highest occupied orbital energy ... -4.93 eV

CARTESIAN COORDINATES (ANGSTROEM)
C1 1.8991 -0.0833 0.0569
N1 3.0244 0.1611 -0.0200
O1 -2.4421 0.7609 -0.0262
N2 -0.2847 0.6487 0.0326
O2 -1.4883 -1.1452 0.0200
O3 0.7265 -0.4038 -0.0741
N3 -1.4349 0.0615 0.0108

Arrangement two

Below is a 2-piece molecular cluster, CN3O3 overall, with properties calculated with the ωB97M-V functional and the def2-TZVPD basis.

Output
Net charge ... -1
Orbital gap (alpha / beta) ... 7.02 / 7.01 eV
Highest occupied orbital energy (alpha / beta) ... -4.60 / -4.60 eV

CARTESIAN COORDINATES (ANGSTROEM)
O1 0.9045 0.9752 -0.5982
O2 -1.1614 0.3596 1.0188
N1 -2.4726 -0.0439 -0.9207
C1 -1.7976 0.1456 -0.0053
O3 2.4746 -0.5121 -0.1000
N2 1.2316 -0.0151 -0.1038
N3 0.8208 -0.9094 0.7092

Taking the most stable structure as the zero point, the relative energies in kcal/mol are arrangement one 0.0; arrangement two 28.2.

Arrangement one

Below is C25H28Cl2F5N4O2Pt as an isolated structure, with properties calculated with the ωB97M-V functional and the def2-TZVPD basis.

Output
Net charge ... -1
Orbital gap ... 6.59 eV
Highest occupied orbital energy ... -4.19 eV

CARTESIAN COORDINATES (ANGSTROEM)
H1 -4.1151 0.3294 0.5934
C1 -2.2820 2.7751 -1.7683
C2 -4.6960 -1.7567 0.6102
C3 -0.3828 1.5840 -0.7710
O1 2.4984 -1.4945 -0.5495
C4 -1.4310 1.6809 -1.7005
C5 1.6484 -0.4681 2.1047
C6 1.8237 4.9580 0.4400
H2 -3.0623 2.8065 -2.5212
N1 -0.8260 -2.1357 -0.7941
H3 -5.7743 -1.6024 0.5345
Pt1 0.8149 -0.0507 -0.7636
H4 0.5685 3.3046 1.9982
H5 -0.2164 -3.6606 -2.0816
H6 2.2991 3.2577 -1.4629
H7 -4.6883 -2.9701 -1.1682
C7 1.0230 0.1439 -2.7390
H8 3.8113 3.3455 -0.5274
H9 -0.7210 -4.3622 0.8458
C8 4.0721 -0.6032 2.5642
F1 3.3835 -0.2355 -2.8875
C9 0.9251 2.7925 1.0998
O2 0.6369 -0.4543 1.3419
H10 -0.4591 -5.5189 -0.4785
C10 -2.1372 3.8181 -0.8661
C11 2.5646 -0.1236 4.3687
Cl1 -0.0993 0.0749 4.1155
F2 1.1566 1.4235 -3.2449
F3 2.2560 -0.4116 -4.7159
F4 2.0801 -1.9465 -3.2158
N2 2.0986 3.5524 0.6466
H11 -1.5936 0.8649 -2.3911
H12 2.3960 0.0781 5.4175
H13 -4.2849 -0.3971 -1.0086
H14 -2.5352 -4.6895 -1.5877
C12 2.9875 -0.7360 1.6810
H15 -2.8050 4.6717 -0.8879
F5 -0.0780 -0.3756 -3.4257
H16 2.7660 5.4807 0.2551
C13 1.5056 -0.1894 3.5107
H17 -4.7388 -3.8973 0.3375
H18 0.8533 -3.3411 -0.7224
C14 -3.9397 -0.5807 0.0203
N3 -2.8598 -3.1874 -0.1365
C15 -0.1965 -3.4295 -1.0097
Cl2 5.2200 -0.1595 4.9812
C16 -4.2986 -3.0167 -0.1381
H19 1.1548 5.1516 -0.4135
H20 -1.8737 -0.1164 -0.0526
H21 -0.9966 4.5521 0.7854
N4 -2.5279 -0.8788 0.0649
H22 2.7792 1.9012 -0.4451
C17 2.7762 2.9884 -0.5092
C18 3.8666 -0.3051 3.8782
C19 3.2907 -1.1753 0.3358
C20 -0.8729 -4.5410 -0.2220
H23 5.0759 -0.7633 2.1875
C21 -0.2203 2.6730 0.1107
C22 -1.1147 3.7474 0.0659
H24 1.3678 5.3839 1.3376
C23 -2.0169 -2.0896 -0.3354
C24 2.1985 -0.6229 -3.3844
C25 -2.3585 -4.4900 -0.5188
H25 4.3698 -1.2627 0.1045
H26 1.2645 1.8045 1.3897
H27 -4.4251 -1.8608 1.6632
H28 -2.9059 -5.2441 0.0543

Arrangement two

Below is C25H28Cl2F5N4O2Pt as an isolated structure, with properties calculated with the ωB97M-V functional and the def2-TZVPD basis.

Output
Net charge ... -1
Orbital gap ... 7.25 eV
Highest occupied orbital energy ... -4.84 eV

CARTESIAN COORDINATES (ANGSTROEM)
F1 1.7109 3.1588 -1.4727
H1 1.4727 0.8629 4.5603
H2 3.6152 0.8250 4.9158
C1 -0.0018 -3.9061 -0.5946
H3 -2.3336 0.4807 -4.3383
C2 3.8804 0.8610 3.8651
C3 2.9823 -1.3981 -2.3239
H4 3.2705 -0.6343 -3.0471
N1 0.9774 -3.0066 -1.1797
C4 -2.4976 0.4295 -3.2673
H5 -2.6105 2.6957 1.7605
Cl1 4.9606 0.9970 -0.4907
H6 -0.3552 -4.5767 -1.3846
Cl2 6.4759 0.8097 4.6798
H7 -1.7754 -3.8095 0.6046
Pt1 0.0019 0.9833 0.0986
C5 -1.1501 -3.1337 0.0179
H8 1.7549 -2.4514 -3.7350
H9 3.3852 -3.1212 -3.5534
C6 1.4957 0.8228 3.4507
C7 2.5481 -2.6717 -3.0170
H10 6.5612 0.8991 1.8242
F2 -0.2829 3.6348 -2.1490
C8 1.0183 -1.6750 -0.8505
F3 0.7798 5.0065 -0.8717
H11 -6.1108 1.7698 1.7467
N2 -4.1100 1.2572 1.5527
C9 5.5244 0.9001 2.1333
H12 2.8507 -3.9648 -1.3182
H13 1.5999 -4.5213 -2.4279
C10 -3.1729 0.2829 0.9915
F4 0.6801 3.4668 1.2031
H14 -3.5559 -0.7122 1.2491
C11 3.1198 0.9618 1.5097
H15 -2.2298 0.4290 1.5250
C12 2.0266 -3.6291 -1.9643
H16 0.4783 -4.5316 0.1710
H17 -4.4887 -0.3788 -3.4279
H18 -3.6561 2.9778 0.3705
O1 0.4719 0.7098 2.8262
C13 -3.8749 -0.0814 -1.3895
C14 0.5448 3.6991 -1.0945
H19 2.0539 0.0006 -1.0542
C15 2.8513 0.8957 2.9124
H20 -4.2653 3.2843 2.0156
C16 -1.4893 0.8158 -2.3990
H21 3.8607 -1.5949 -1.6961
C17 -5.4821 1.1353 1.1163
C18 -3.6382 2.6222 1.4129
N3 0.2459 -1.1347 0.0489
C19 -0.0619 2.9836 0.1328
C20 -0.5618 -2.0232 0.8667
H22 -0.5459 1.1523 -2.8108
F5 -1.2950 3.6078 0.2754
H23 0.0485 -2.4463 1.6762
N4 1.8836 -0.8798 -1.5376
H24 -1.3374 -1.4330 1.3415
O2 2.2790 1.0400 0.5744
H25 -4.8013 -0.4757 -0.9878
C21 -1.6325 0.7657 -1.0043
C22 -3.7016 -0.0421 -2.7633
H26 -5.6477 1.4410 0.0716
H27 -1.7693 -2.6854 -0.7640
C23 4.5322 0.9471 1.1959
C24 5.1967 0.8620 3.4928
H28 -5.8237 0.1024 1.2281
C25 -2.8798 0.3419 -0.5028

Taking the most stable structure as the zero point, the relative energies in kcal/mol are arrangement one 15.4; arrangement two 0.0.